C24H46ClNaO28 | ωB97M-V with the def2-TZVPD basis set

Values from the calculation:
LUMO level = -1.45 eV
calculated total energy = -3671.135221 a.u.
total charge = 0
spin multiplicity = 1
Kohn-Sham gap = 8.81 eV
energy relative to the best compared isomer or geometry (same formula, charge and spin) = 0.0 kJ/mol

Cartesian coordinates (Å):
Cl: 19.0968 -2.1152 8.5770
Na: 16.9870 -2.4668 11.6948
O: 23.5742 -3.5127 4.0679
O: 23.3768 2.2317 9.3914
O: 15.2198 -6.7688 9.6937
O: 18.7412 -2.4224 9.9563
O: 18.4445 -8.7146 4.7487
O: 14.4180 1.3685 3.5921
O: 18.1998 -6.4856 4.4696
O: 15.4383 -5.3807 8.0715
O: 14.8733 -0.2098 4.9663
O: 20.2503 -1.2544 8.5673
O: 23.3067 -1.3899 4.7822
O: 24.7121 -1.7714 3.1928
O: 20.2914 -0.4685 3.6814
O: 20.9993 1.6796 3.8511
O: 19.3664 -3.3411 7.8939
O: 17.8962 -7.7827 2.7724
O: 22.4491 3.2579 11.1393
O: 22.6492 -2.3279 11.2163
O: 24.0775 4.2817 9.9875
O: 21.5459 -4.2635 10.8013
O: 15.2715 -0.7563 11.0121
O: 17.9773 -1.4155 7.9750
O: 21.9335 0.1666 2.4694
O: 23.1617 -3.4381 9.4701
O: 16.3040 0.6103 9.5319
O: 16.4002 1.4176 4.6777
O: 14.4072 -0.1921 9.0194
O: 17.0451 -5.4344 9.6417
C: 15.6833 -0.7368 6.0099
C: 14.7734 2.5474 2.8810
C: 15.9948 -4.2051 7.5196
C: 22.2995 1.3884 9.7563
C: 16.0011 -5.8201 9.1826
C: 18.2039 -7.7555 4.0694
C: 21.6753 2.0823 10.9775
C: 13.2706 -1.0168 9.2878
C: 23.3721 3.3505 10.1404
C: 22.9249 1.1184 2.1036
C: 21.9211 -2.1071 12.4195
C: 15.3369 0.9099 4.4399
C: 17.5020 0.6856 10.2914
C: 23.8370 -2.3402 4.0314
C: 19.3872 -0.3609 4.7733
C: 15.3321 -0.1584 9.9504
C: 22.4351 -1.8427 5.8049
C: 23.0139 -4.4977 8.5391
C: 18.4361 -6.2613 5.8720
C: 22.3680 -3.4396 10.5276
C: 25.5053 -2.6723 2.4404
C: 21.0684 0.5715 3.3921
C: 15.7523 -7.4839 10.7816
C: 17.8330 -9.0710 2.2015
H: 15.4103 3.1845 3.4924
H: 15.3368 2.2874 1.9809
H: 14.9457 -8.0331 11.2571
H: 15.1506 -1.6097 6.3936
H: 17.3701 1.2987 11.1786
H: 24.9611 -3.0122 1.5590
H: 16.5369 -8.1827 10.4817
H: 15.6040 -3.2992 7.9951
H: 21.7198 1.4723 11.8823
H: 17.1280 -9.7126 2.7363
H: 16.6377 -1.1339 5.6679
H: 13.5415 -2.0714 9.3378
H: 22.6040 -2.0196 13.2651
H: 15.7805 -4.1413 6.4562
H: 20.6145 2.2803 10.8031
H: 22.6513 0.3780 9.9763
H: 22.8799 -2.6073 6.4337
H: 21.9536 -4.7415 8.4478
H: 16.2150 -6.8459 11.5413
H: 15.8009 -0.0205 6.8159
H: 21.5826 1.2411 8.9471
H: 18.2365 1.1616 9.6423
H: 19.4524 0.5864 5.2997
H: 26.4288 -2.1575 2.1985
H: 12.6369 -0.8996 8.4100
H: 12.7380 -0.7023 10.1793
H: 18.3772 -0.4673 4.3684
H: 17.0773 -4.1584 7.6235
H: 18.9151 -5.2924 5.9686
H: 19.5041 -1.1981 5.4595
H: 23.7886 0.5555 1.7602
H: 21.2057 -2.8999 12.6171
H: 21.4466 -1.1336 12.2879
H: 23.2131 1.7682 2.9259
H: 18.7981 -9.5774 2.1952
H: 19.0773 -7.0084 6.3297
H: 22.5684 1.7461 1.2822
H: 13.8634 3.0572 2.5871
H: 17.4758 -8.9682 1.1809
H: 21.5124 -2.2574 5.4002
H: 17.4654 -6.2542 6.3669
H: 23.3664 -4.2033 7.5576
H: 17.9100 -0.3148 10.4588
H: 22.1682 -1.0206 6.4633
H: 25.7575 -3.5698 3.0092
H: 23.5619 -5.3951 8.8296

Results of the Mulliken charge analysis, in e, for atoms 1 through 5: number 1, Cl, carries 0.729; number 2, Na, carries 0.928; number 3, O, carries -0.569; number 4, O, carries -0.359; number 5, O, carries -0.368